{
  "formula": "C16H19N3O5S",
  "method": "ωB97M-V/def2-TZVPD",
  "spin_multiplicity": 1,
  "homo_lumo_gap_ev": 8.38,
  "smiles": "CC#Cc1ccc(C2=NO[C@@H](C[C@@](C)(C(=O)NO)S(C)(=O)=O)C2)nc1",
  "species": ["C", "C", "C", "C", "C", "C", "C", "C", "N", "O", "C", "C", "C", "C", "C", "O", "N", "O", "S", "C", "O", "O", "C", "N", "C", "H", "H", "H", "H", "H", "H", "H", "H", "H", "H", "H", "H", "H", "H", "H", "H", "H", "H", "H"],
  "coordinates": [[6.34510, -5.62272, 3.06502], [5.15299, -5.11828, 2.38111], [4.22444, -4.55581, 1.82917], [3.20264, -3.88788, 1.09649], [2.11614, -4.53732, 0.58020], [1.09725, -3.83208, -0.01252], [1.19009, -2.41475, -0.06364], [0.15444, -1.62006, -0.69418], [-0.96726, -2.12846, -1.10320], [-1.78626, -1.13300, -1.61975], [-1.15029, 0.12587, -1.41180], [-2.05937, 0.96214, -0.46735], [-2.48770, 2.40110, -0.92808], [-3.30333, 2.31864, -2.21890], [-3.36212, 3.01306, 0.17336], [-4.46819, 3.40738, -0.06559], [-2.96447, 3.22748, 1.47827], [-3.69745, 4.11128, 2.33193], [-1.04954, 3.49995, -1.09917], [-1.62929, 5.20210, -1.25828], [-0.26150, 3.41082, 0.12334], [-0.19382, 3.07779, -2.23263], [0.25294, -0.16380, -0.87374], [2.32059, -1.79082, 0.36634], [3.29016, -2.48530, 0.96040], [6.22737, -5.55411, 4.17068], [7.20158, -5.04591, 2.74448], [6.54490, -6.65977, 2.84094], [2.06822, -5.58225, 0.59742], [0.23727, -4.32373, -0.44339], [-1.05577, 0.63763, -2.37191], [-1.57553, 1.01554, 0.52945], [-3.00161, 0.42426, -0.27337], [-3.85615, 3.27083, -2.41582], [-2.67722, 2.14056, -3.12031], [-4.02978, 1.49534, -2.15702], [-1.98414, 3.07235, 1.74179], [-4.50235, 4.45053, 1.84770], [-0.76210, 5.86019, -1.11036], [-2.37602, 5.40896, -0.49577], [-2.08496, 5.39439, -2.26323], [0.52689, 0.35014, 0.06042], [1.04675, 0.08831, -1.62551], [4.08649, -1.91056, 1.40698]]
}

{
  "formula": "C5H7NO",
  "method": "ωB97M-V/def2-TZVPD",
  "spin_multiplicity": 1,
  "homo_lumo_gap_ev": 8.47,
  "smiles": "C=C1COC=C1N",
  "species": ["C", "C", "C", "O", "C", "C", "N", "H", "H", "H", "H", "H", "H", "H"],
  "coordinates": [[1.32514, 0.87452, 1.02720], [0.26399, 0.49781, 0.31090], [-0.70804, 1.44090, -0.35935], [-1.50665, 0.64753, -1.24309], [-1.18106, -0.65603, -0.98582], [-0.21095, -0.83512, -0.07543], [0.32680, -2.03429, 0.41778], [1.94534, 0.17514, 1.58159], [1.59239, 1.92838, 1.08349], [-0.21236, 2.22904, -0.93526], [-1.37447, 1.90029, 0.38313], [-1.72892, -1.38974, -1.56686], [1.32818, -1.95899, 0.55768], [0.14061, -2.81944, -0.19595]]
}

{
  "formula": "C4H6ClNOS",
  "method": "ωB97M-V/def2-TZVPD",
  "spin_multiplicity": 1,
  "homo_lumo_gap_ev": 9.43,
  "smiles": "S=CNO[C@H]1C[C@H]1Cl",
  "species": ["S", "C", "N", "O", "C", "C", "C", "Cl", "H", "H", "H", "H", "H", "H"],
  "coordinates": [[2.80047, -0.52822, 1.29287], [2.31582, 0.79284, 0.55088], [1.27313, 0.91784, -0.27446], [0.60928, -0.20847, -0.89621], [-0.31078, -0.70694, 0.03187], [-1.49449, 0.12285, 0.40382], [-1.65899, -1.03064, -0.53132], [-1.99423, -0.66021, -2.27849], [2.83325, 1.74524, 0.64581], [1.13188, 1.72657, -0.83647], [0.00139, -1.42625, 0.77794], [-1.44525, 1.12437, -0.00210], [-1.96228, 0.07652, 1.35811], [-2.09918, -1.94551, -0.24225]]
}

{
  "formula": "C4H14N2O",
  "method": "ωB97M-V/def2-TZVPD",
  "spin_multiplicity": 1,
  "homo_lumo_gap_ev": 9.86,
  "smiles": "C[C@H](N)CCN.O",
  "species": ["C", "C", "N", "C", "C", "N", "H", "H", "H", "H", "H", "H", "H", "H", "H", "H", "H", "H", "O", "H", "H"],
  "coordinates": [[-2.31391, 0.71935, 0.45464], [-1.01503, 1.05917, -0.19757], [-0.77449, 1.00150, -1.71790], [-0.03010, -0.10357, 0.29685], [1.41319, 0.07035, 0.20202], [1.86574, 1.16804, 1.04420], [-2.31433, 0.19856, 1.36092], [-2.95667, 0.33569, -0.28782], [-2.71167, 1.69505, 0.70999], [-0.72692, 2.05224, 0.27570], [-1.70423, 0.93825, -2.19497], [-0.27818, 1.81242, -2.04871], [-0.24372, 0.04392, 1.31013], [-0.38300, -1.12288, -0.02534], [1.67891, 0.35468, -0.91169], [1.90841, -0.90548, 0.46892], [1.49365, 1.18347, 2.02755], [2.84768, 1.14174, 0.85423], [1.44804, -4.04853, -0.85853], [1.73262, -3.17813, -0.72965], [1.06403, -4.41584, -0.03296]]
}

{
  "formula": "C33H42BN9O3Pb",
  "method": "ωB97M-V/def2-TZVPD",
  "spin_multiplicity": 1,
  "homo_lumo_gap_ev": 7.58,
  "species": ["Pb", "O", "C", "N", "C", "O", "C", "C", "C", "C", "C", "N", "C", "C", "C", "C", "C", "N", "H", "H", "H", "H", "H", "H", "H", "H", "C", "C", "C", "C", "C", "C", "N", "N", "B", "N", "C", "C", "C", "N", "C", "C", "C", "N", "C", "C", "C", "N", "C", "C", "C", "H", "H", "H", "H", "H", "H", "H", "H", "H", "H", "H", "H", "H", "H", "H", "H", "H", "H", "H", "H", "H", "H", "H", "H", "H", "H", "H", "H", "C", "C", "C", "O", "H", "H", "H", "H", "H", "H"],
  "coordinates": [[5.97560, -16.16342, -4.93760], [9.17299, -13.10355, -5.38139], [8.15991, -13.79762, -5.48684], [8.14537, -15.18458, -5.34456], [9.23228, -15.76568, -4.81577], [10.24690, -15.15014, -4.40191], [9.23618, -17.21811, -4.79625], [10.39471, -17.86998, -4.30028], [10.50292, -19.23482, -4.44512], [9.52423, -19.90067, -5.18596], [8.43407, -19.17967, -5.64179], [8.24280, -17.89811, -5.38578], [6.90425, -13.15927, -5.77745], [6.90150, -11.74661, -5.97569], [5.75694, -11.09401, -6.35823], [4.58840, -11.89302, -6.59123], [4.62440, -13.24504, -6.32905], [5.77170, -13.86127, -5.88912], [11.09325, -17.25360, -3.76364], [11.40417, -19.70182, -4.06570], [9.71426, -20.92961, -5.56835], [7.74433, -19.59360, -6.38506], [7.82865, -11.16532, -5.80849], [5.68389, -10.02396, -6.54212], [3.69887, -11.39962, -6.98383], [3.67364, -13.83577, -6.36790], [1.87926, -13.33113, -1.14756], [3.09449, -13.94860, -1.84107], [4.04909, -14.64387, -0.87649], [2.73897, -14.90052, -2.94286], [1.56782, -14.85282, -3.80029], [1.65720, -15.94992, -4.64461], [2.78810, -16.68606, -4.22188], [3.47119, -15.99534, -3.20433], [3.11145, -18.16493, -4.62111], [3.34164, -18.14881, -6.23366], [2.74803, -18.84479, -7.21203], [3.22545, -18.34487, -8.41699], [4.29041, -17.44397, -8.09075], [4.37304, -17.31205, -6.78628], [5.30280, -16.87475, -9.03841], [6.65731, -16.78403, -8.36755], [5.28944, -17.62730, -10.35853], [4.27509, -18.92573, -4.02879], [4.47123, -20.27879, -4.12587], [5.31435, -20.68037, -3.08077], [5.61431, -19.46650, -2.41807], [4.98455, -18.40552, -2.95546], [6.37904, -19.30104, -1.14636], [5.94064, -18.02844, -0.40502], [6.46497, -20.55706, -0.31553], [2.26464, -12.78682, -0.25650], [1.06215, -14.07069, -0.85050], [1.35882, -12.64278, -1.81725], [3.66907, -13.13474, -2.38075], [3.52864, -15.45607, -0.21051], [4.62330, -13.95052, -0.23868], [4.78549, -15.12347, -1.56411], [0.69897, -14.20070, -3.76288], [0.99929, -16.32424, -5.45503], [2.08267, -18.82179, -4.35060], [2.00757, -19.60822, -6.94318], [2.80768, -18.56147, -9.38194], [4.97309, -15.83251, -9.23381], [6.95391, -17.70478, -7.80756], [6.72265, -15.98264, -7.58381], [7.50581, -16.61183, -9.00362], [5.48229, -18.66344, -10.04589], [6.08667, -17.38655, -11.11646], [4.30797, -17.55865, -10.86082], [3.93977, -20.87092, -4.90917], [5.75764, -21.68214, -2.84039], [7.43064, -19.14021, -1.47089], [4.87842, -18.05076, -0.00713], [5.98861, -17.17196, -1.11649], [6.57970, -17.88494, 0.46871], [5.46039, -20.83304, 0.10518], [7.04418, -20.43977, 0.67374], [6.87599, -21.41140, -0.84517], [7.58983, -22.07836, -8.52418], [6.23699, -21.30013, -8.59725], [5.22344, -21.98468, -9.47684], [6.09912, -20.16345, -8.12884], [8.13738, -21.94483, -9.43386], [7.45886, -23.19726, -8.31095], [8.20982, -21.67272, -7.68638], [5.82259, -22.40331, -10.34554], [4.43196, -21.24826, -9.63313], [4.79736, -22.82727, -8.92582]]
}

The evaluated relative energy (zero: lowest compared OMol25 entry of this formula, charge and spin) for the records listed, in turn: 146.7, 36.0, 84.1, 60.9, 9.7 kcal per mole.
The evaluated total energy for the records listed, in turn: -1559.56370, -324.66714, -1144.27437, -345.47911, -2218.94525 Ha.